The following is a quantum chemistry calculation of C7H5NO3 in the gas phase in a non-equilibrium geometry, from OMol25.

Orbital gap ... 8.64 eV
Energy relative to the best compared isomer or geometry (same formula, charge and spin) ... 8.148 eV
Electronic energy ... -549.94746 a.u.
Max |F| ... 12.83 eV/Å
Net charge ... 0
Structure (SMILES) ... O=Cc1ccc([N+](=O)[O-])cc1

Cartesian coordinates (Å):
O (3.97, -0.59, 0.25)
C (3.14, 0.35, -0.10)
C (1.67, 0.21, -0.14)
C (1.19, -1.06, -0.06)
C (-0.24, -1.25, -0.08)
C (-1.04, 0.04, -0.05)
N (-2.50, -0.08, 0.03)
O (-3.06, -1.27, 0.00)
O (-3.15, 0.98, 0.11)
C (-0.51, 1.21, 0.01)
C (0.92, 1.42, -0.01)
H (3.42, 1.29, -0.46)
H (1.54, -1.88, 0.01)
H (-0.80, -1.99, -0.19)
H (-1.07, 2.41, -0.08)
H (1.73, 2.25, 0.08)